46
Properties=species:S:1:pos:R:3:forces:R:3:lowdin_charge:R:1 method="wB97M-V/def2-TZVPD" charge=+2 homo_ev="-13.7 / -13.8"
Tl 0.875 -1.015 0.980 0.47 -0.09 2.15 0.8837
P -1.690 -0.408 1.502 -0.90 -0.15 0.92 0.7781
P 2.359 0.139 -1.405 0.47 1.97 -0.60 0.8158
O 0.210 -2.091 -1.959 -0.34 1.51 1.75 0.0992
O -3.328 -3.626 -2.226 -0.08 0.49 0.32 -0.0666
N 1.035 -0.573 3.433 0.02 -0.20 -1.51 -0.0430
N -0.580 0.742 -1.081 0.18 0.70 0.91 0.0388
C -1.521 0.946 2.727 0.46 0.50 0.11 -0.2053
C -1.932 2.970 -2.084 0.38 0.21 -0.26 -0.0021
C -2.621 0.091 0.085 -0.31 0.86 -0.65 -0.1603
C 2.216 -0.270 -3.176 0.05 -0.56 -0.27 -0.2421
C 0.116 1.829 -1.479 -0.39 -0.28 -0.11 -0.3097
C -1.964 0.854 -0.914 0.70 0.75 -0.51 -0.3352
C -2.662 1.914 -1.574 -0.07 -0.44 0.88 0.0220
C -0.539 2.964 -1.965 -0.42 0.10 -0.45 0.0202
C -2.647 -1.690 2.358 0.14 -0.29 -0.19 -0.2122
C 1.647 1.855 -1.435 -0.59 -0.48 0.18 -0.2719
C 1.788 -0.882 4.280 0.23 -0.24 -0.21 -0.2262
C 4.110 0.644 -1.368 0.36 -0.64 0.51 -0.2330
B 2.740 -1.280 5.410 0.70 0.13 0.53 -0.3817
H -3.751 1.986 -1.473 0.43 -0.16 -0.24 0.1372
H 3.610 -0.435 5.517 -0.29 0.04 -0.20 0.0286
H 4.265 1.402 -0.590 0.03 -0.30 -0.12 0.0674
H 0.065 -1.529 -2.769 -0.32 -0.86 0.48 0.1419
H 2.091 -1.321 6.426 -0.19 -0.02 0.00 0.0343
H 2.021 2.387 -0.532 -0.45 -0.25 -0.40 0.1166
H -0.549 -2.711 -1.723 0.58 0.84 -0.70 0.1888
H 2.767 0.510 -3.718 -0.28 -0.20 0.00 0.0724
H 3.264 -2.357 5.213 -0.35 0.02 -0.28 0.0311
H -3.520 -1.199 2.804 0.09 -0.20 -0.06 0.0754
H 2.050 2.414 -2.307 -0.20 -0.40 0.44 0.1172
H 2.728 -1.226 -3.341 -0.17 0.15 -0.17 0.0738
H -2.062 -2.185 3.145 -0.07 0.32 -0.13 0.0743
H 4.676 -0.260 -1.120 0.32 0.33 -0.02 0.0592
H 0.065 3.788 -2.338 -0.24 -0.02 0.19 0.1355
H -2.446 3.813 -2.546 0.17 -0.18 0.17 0.1372
H -2.955 -2.461 1.641 -0.04 0.22 0.19 0.0559
H -3.991 -3.678 -2.928 0.20 -0.13 -0.07 0.0551
H -1.298 1.908 2.246 -0.22 -0.24 -0.03 0.0661
H 1.191 -0.319 -3.578 0.33 0.17 0.06 0.0478
H -3.842 -3.313 -1.468 0.09 -0.24 -0.18 0.0332
H 4.456 1.032 -2.336 -0.26 -0.10 0.25 0.0731
H -2.434 1.029 3.335 0.10 -0.08 -0.40 0.0786
H -3.726 0.206 0.078 0.75 -0.57 0.28 0.1179
H -0.670 0.730 3.398 -0.46 -0.17 -0.36 0.0192
H 0.384 -1.324 -1.146 -0.61 -1.79 -2.18 -0.0061

49
Properties=species:S:1:pos:R:3:forces:R:3:lowdin_charge:R:1 method="wB97M-V/def2-TZVPD" homo_ev=-9.5
S -0.741 -2.249 1.297 -0.02 -0.24 0.25 0.5928
P 1.773 0.333 -0.695 0.05 0.06 -0.14 0.7782
O 0.116 -2.221 -2.590 -0.08 0.11 0.22 0.1920
O -5.177 0.115 -0.682 0.01 0.05 0.00 -0.1512
O -1.528 -1.821 -0.011 0.02 0.20 -0.16 -0.1544
O -1.285 -1.582 2.428 0.08 0.05 0.05 -0.2152
O 4.913 1.159 0.992 -0.06 0.00 -0.01 -0.1683
O 0.657 -1.555 0.925 0.13 0.04 -0.09 -0.1881
O -0.577 -3.659 1.310 -0.09 0.00 -0.16 -0.2072
O 1.793 0.745 -2.118 0.05 0.06 0.05 -0.3855
C 5.317 1.627 -0.296 -0.04 0.00 -0.14 -0.2140
C 5.104 2.192 1.963 0.02 0.01 0.02 -0.2021
C -6.916 -0.707 0.686 0.00 -0.02 0.00 -0.1683
C -0.899 -0.552 -0.421 0.18 0.47 0.52 -0.3469
C -1.522 0.175 -1.575 -0.15 -0.14 -0.17 0.0107
C 5.941 3.267 1.280 0.00 0.00 0.01 -0.1685
C -5.836 -0.098 1.579 -0.02 -0.01 -0.01 -0.1632
C -6.593 -0.073 -0.661 -0.01 -0.01 0.00 -0.2054
C -4.645 -0.068 0.633 0.09 0.00 -0.05 -0.2104
C 0.560 -0.997 -0.434 -0.23 -0.35 -0.21 -0.4230
C 2.030 -3.210 -1.163 0.05 -0.01 0.00 0.0250
C 5.479 3.135 -0.171 -0.01 0.00 0.04 -0.1640
B 0.894 -2.189 -1.486 0.01 0.18 -0.03 -0.5114
H -2.590 0.311 -1.395 0.02 -0.10 -0.04 0.0812
H 1.637 -3.977 -0.487 -0.01 0.02 -0.03 0.0814
H 4.557 1.340 -1.026 0.03 0.02 -0.04 0.0910
H -3.954 0.751 0.844 0.00 -0.01 0.01 0.1182
H -6.873 -0.698 -1.510 0.00 0.00 0.00 0.1163
H 2.968 -0.216 -0.202 -0.07 0.05 0.21 0.0352
H 7.004 3.032 1.362 0.00 -0.01 0.00 0.1138
H -1.069 1.170 -1.577 0.02 -0.04 -0.11 0.0980
H -6.796 -1.791 0.634 0.00 0.00 0.00 0.1141
H 2.869 -2.751 -0.633 -0.03 -0.01 -0.02 0.0695
H 5.775 4.256 1.703 0.00 0.00 -0.01 0.1116
H 1.445 1.349 0.225 0.04 -0.10 0.12 0.0455
H -6.116 0.916 1.872 0.00 0.00 0.00 0.1138
H 6.259 1.149 -0.583 0.01 -0.01 0.05 0.1204
H 2.417 -3.706 -2.056 -0.02 -0.02 0.04 0.0724
H -1.003 0.093 0.462 -0.08 0.08 -0.10 0.1447
H 4.518 3.636 -0.308 0.00 -0.01 -0.01 0.1144
H -7.088 0.898 -0.769 0.00 0.00 0.00 0.1164
H 5.586 1.760 2.841 0.00 0.00 0.00 0.1170
H -7.931 -0.490 1.018 0.00 0.00 0.00 0.1104
H 0.291 -2.968 -3.162 0.12 -0.20 -0.25 0.1187
H -1.355 -0.278 -2.548 0.00 -0.11 0.10 0.0907
H 6.182 3.541 -0.896 0.01 0.00 0.01 0.1128
H -5.637 -0.674 2.481 0.00 -0.01 -0.01 0.1138
H 4.128 2.588 2.265 0.00 0.00 0.00 0.1156
H -4.084 -1.007 0.655 -0.01 0.00 0.08 0.1119

56
Properties=species:S:1:pos:R:3:forces:R:3:lowdin_charge:R:1 method="wB97M-V/def2-TZVPD" smiles="O=S1(=O)O[C@@](Br)(P(O)Br)[C@](S)(COO)O1.CNC(C)=O.CNC(C)=O.CNC(C)=O" homo_ev=-9.0
Br 2.979 -1.394 0.666 0.01 0.83 -0.34 0.8798
Br 3.014 -1.946 4.046 -0.32 -0.02 -0.33 0.3140
S 1.131 1.907 2.628 -0.57 0.09 0.03 0.5635
S -0.343 -0.938 -0.025 -1.62 -0.20 1.00 0.8846
P 1.098 -1.139 3.210 -0.27 0.33 0.61 0.5781
O 0.537 2.529 -0.350 -0.05 0.78 0.17 -0.1268
O -2.453 -3.722 -0.707 0.05 0.04 0.02 0.0232
O 0.293 -2.423 2.643 0.21 -0.13 -0.02 -0.3708
O 0.719 1.858 3.963 -0.34 -1.15 1.54 -0.2175
O -0.017 1.145 1.740 0.33 0.09 0.32 -0.1890
O -0.766 2.326 -0.877 -0.59 -0.18 -0.65 -0.0150
O -3.975 1.219 -3.230 -0.05 -0.05 0.00 0.0361
O 5.924 -1.228 -0.904 -0.03 -0.03 0.03 -0.0005
O 1.422 3.190 2.175 0.78 1.45 -1.59 -0.1732
O 2.358 0.931 2.234 -0.12 0.18 0.17 -0.2512
N 8.051 -0.689 -0.450 -0.05 0.02 0.19 0.0050
N -4.530 -4.406 -0.217 -0.03 0.19 0.09 0.0040
N -3.513 3.311 -2.565 -0.18 -0.01 0.05 0.0064
C 0.672 0.350 0.783 0.81 -0.54 -2.14 -0.8094
C 1.175 1.300 -0.374 0.24 -0.29 0.20 -0.2084
C -3.563 -3.452 -0.281 0.08 -0.05 -0.07 -0.5512
C -5.859 2.635 -2.825 0.01 -0.01 0.00 -0.0145
C 9.181 -0.337 0.390 -0.03 -0.05 -0.45 -0.0771
C 1.783 -0.249 1.635 -0.15 -1.27 0.56 -1.0202
C -3.919 -2.063 0.193 -0.01 -0.06 -0.01 -0.0132
C 6.770 -0.942 -0.071 -0.06 -0.02 -0.09 -0.5528
C 6.444 -0.857 1.400 0.01 -0.03 -0.03 -0.0237
C -5.895 -4.271 0.255 0.22 -0.37 -0.17 -0.0790
C -3.821 4.666 -2.145 0.42 -0.23 -0.09 -0.0756
C -4.383 2.316 -2.895 0.07 -0.05 -0.02 -0.5564
H 8.197 -0.764 -1.444 0.03 0.00 -0.01 0.1385
H 2.232 1.517 -0.296 0.28 0.15 0.25 0.1384
H -6.588 -4.528 -0.547 -0.11 0.08 0.07 0.0824
H -6.063 -4.952 1.092 -0.12 0.08 0.04 0.0815
H -4.734 -1.651 -0.403 -0.04 0.03 0.08 0.0877
H -3.371 5.376 -2.841 -0.09 0.11 0.05 0.0841
H -6.108 3.447 -3.509 -0.05 0.06 0.08 0.0830
H -6.098 -3.258 0.582 0.04 0.04 -0.01 0.0698
H 9.969 -1.083 0.274 0.06 0.04 0.13 0.0823
H -2.543 3.038 -2.631 0.02 0.03 0.01 0.1231
H 9.575 0.634 0.087 0.07 0.02 0.13 0.0824
H 6.637 0.147 1.780 0.06 -0.04 0.08 0.0902
H -6.421 1.753 -3.113 0.07 -0.06 -0.02 0.0798
H -3.405 4.848 -1.152 -0.09 0.13 0.02 0.0792
H -0.633 -2.294 2.907 0.22 -0.30 -0.14 0.0588
H 0.408 -1.350 -1.053 0.47 0.52 0.20 -0.0841
H -1.379 2.675 -0.211 0.46 -0.04 0.30 0.1097
H -3.045 -1.435 0.071 0.01 0.03 -0.04 0.0190
H -4.206 -2.078 1.246 -0.10 0.05 -0.03 0.0844
H -4.225 -5.308 -0.548 -0.02 -0.02 -0.01 0.1381
H 5.390 -1.084 1.525 0.19 0.03 0.04 -0.0160
H 7.034 -1.581 1.963 0.04 0.09 0.08 0.0889
H -4.891 4.835 -2.113 -0.03 -0.03 -0.01 0.0695
H -6.143 2.915 -1.810 -0.05 0.10 -0.04 0.0818
H 1.004 0.842 -1.334 -0.01 -0.33 -0.27 0.1076
H 8.894 -0.289 1.434 -0.05 -0.01 0.01 0.0705

48
Properties=species:S:1:pos:R:3:forces:R:3:lowdin_spin:R:1 method="wB97M-V/def2-TZVPD" spin_multiplicity=4 charge=+2 s2=3.753 homo_ev="-15.6 / -15.6"
Er 0.203 -0.155 0.701 -0.11 0.28 -0.08 3.0250
S 1.047 2.243 1.933 -0.17 0.14 0.25 -0.0001
P -2.146 1.101 0.534 -1.82 1.05 -0.33 -0.0048
P 2.062 -1.388 -0.829 1.47 -1.49 -1.75 -0.0035
O 0.999 1.881 0.431 -0.35 0.08 1.06 -0.0038
O 1.728 -3.978 2.416 0.42 0.76 0.61 0.0000
O 0.662 0.890 2.562 0.28 0.74 -0.32 -0.0057
O -1.657 -3.861 1.436 0.12 -0.27 0.61 -0.0001
O 0.270 3.361 2.400 0.53 -1.40 -0.95 -0.0005
N -0.747 -0.492 -1.674 0.05 -0.19 -0.04 -0.0035
C -3.395 1.203 1.854 -0.10 -0.20 0.32 -0.0014
C 3.837 -1.001 -1.048 0.30 0.44 0.36 -0.0005
C -2.390 2.751 -0.225 0.51 0.31 -0.04 -0.0007
C -2.688 -0.666 -3.092 -0.04 0.09 0.10 -0.0001
C -0.551 -1.156 -3.984 0.22 -0.13 0.15 -0.0001
C 2.759 2.518 2.264 0.23 0.22 0.05 0.0001
C -1.921 -1.078 -4.166 0.23 0.12 0.05 0.0000
C -2.081 -0.360 -1.880 -0.25 -0.05 -0.07 0.0001
C 2.117 -3.218 -0.933 -0.23 -0.46 0.45 -0.0008
C -2.965 0.077 -0.741 -0.31 -0.25 0.33 0.0008
C 1.488 -1.113 -2.559 -0.06 0.48 -0.12 0.0004
C 0.003 -0.902 -2.732 -0.05 -0.07 -0.13 -0.0002
H -3.763 -0.579 -3.185 0.06 0.02 0.05 0.0000
H 2.050 -0.261 -2.972 -0.23 -0.10 0.08 0.0000
H 2.834 -3.513 -1.715 -0.16 0.22 0.30 -0.0002
H -2.005 2.772 -1.255 0.00 0.03 0.33 0.0000
H -1.015 -4.136 2.120 -0.36 0.05 -0.50 0.0000
H -3.794 0.693 -1.109 0.00 -0.35 -0.09 0.0001
H 3.334 2.293 1.362 -0.14 -0.03 0.18 0.0000
H -3.005 1.796 2.692 -0.06 -0.15 -0.21 0.0000
H -2.415 -4.463 1.569 0.47 0.44 -0.15 0.0000
H -3.401 -0.800 -0.229 0.09 0.17 -0.28 0.0000
H 2.237 -4.666 2.883 -0.31 0.25 -0.27 0.0000
H 0.107 -1.445 -4.800 -0.14 0.00 0.17 0.0000
H 3.962 0.042 -1.362 -0.03 -0.17 0.12 0.0000
H 1.802 -2.001 -3.130 -0.09 0.35 0.11 0.0000
H -3.474 2.960 -0.245 0.46 -0.13 0.04 -0.0002
H -1.878 3.522 0.372 -0.19 -0.21 -0.26 0.0000
H 2.387 -3.684 0.020 0.00 0.11 -0.18 0.0000
H -2.369 -1.329 -5.124 0.03 0.08 0.15 0.0000
H 3.070 1.894 3.102 -0.10 0.09 -0.06 0.0000
H 2.859 3.577 2.513 0.02 -0.16 0.01 0.0000
H -4.296 1.700 1.466 0.27 -0.20 0.09 -0.0003
H -3.668 0.208 2.221 0.07 0.18 0.02 0.0000
H 4.384 -1.140 -0.106 -0.11 -0.01 -0.24 0.0000
H 1.972 -3.153 2.891 -0.15 -0.93 -0.27 0.0000
H 4.292 -1.649 -1.814 -0.33 0.14 0.25 -0.0001
H 1.136 -3.614 -1.220 0.06 0.12 0.11 0.0000